Record 1
The following is a DFT calculation (ωB97M-V with the def2-TZVPD basis set) of 9 unconnected molecules or ions with the total composition C28H75NO12.

Structure (ORCA input):
```
! RIJCOSX wB97M-V def2-TZVPD def2/J DEFGRID3
* xyz 0 1
C -7.3422 3.0836 0.2841
O -7.0416 1.7688 0.7012
C -6.1958 1.6981 1.8600
C -5.5648 0.3321 2.0932
N -4.7798 0.3774 3.3252
C -4.3449 -0.9171 3.8309
C -3.4469 -0.8488 5.0677
O -4.0630 -0.1296 6.0847
C -3.3435 0.9437 6.6712
H -7.6682 3.7929 1.0448
H -8.0194 3.0600 -0.5697
H -6.4719 3.6135 -0.1030
H -6.8090 2.1204 2.6561
H -5.3777 2.3953 1.6789
H -4.8619 -0.0054 1.3315
H -6.3813 -0.3898 2.0753
H -3.9553 0.9415 3.1768
H -3.8812 -1.4295 2.9880
H -5.2550 -1.5039 3.9553
H -2.4662 -0.3978 4.9164
H -3.2704 -1.8348 5.4976
H -2.4375 0.5267 7.1110
H -3.8717 1.4333 7.4893
H -2.9975 1.6999 5.9665
C 1.6806 1.9573 -1.7880
C 1.9777 0.5668 -2.3182
C 3.4393 0.3427 -2.8100
O 1.6114 -0.4260 -1.4118
H 0.5996 2.0071 -1.6580
H 2.0543 2.7529 -2.4325
H 2.0910 2.0449 -0.7820
H 1.3126 0.4668 -3.1760
H 4.1146 0.3097 -1.9550
H 3.8141 1.0770 -3.5230
H 3.5039 -0.6372 -3.2828
H 2.1689 -0.4216 -0.6303
C -0.2469 -3.4035 -0.5942
C -1.1466 -2.5518 -1.5893
C -2.6202 -2.7934 -1.2623
O -1.0622 -1.2129 -1.3070
H -0.5185 -3.1927 0.4401
H 0.8067 -3.1243 -0.5837
H -0.3570 -4.4697 -0.7923
H -0.9158 -2.6543 -2.6497
H -2.8135 -3.8627 -1.3474
H -3.3157 -2.2636 -1.9132
H -2.8985 -2.4631 -0.2616
H -0.1259 -1.0129 -1.3770
C -2.0873 3.5466 3.7830
C -2.0856 3.2147 2.2847
C -0.7316 3.2522 1.6342
O -2.5203 1.8536 2.2357
H -2.2657 4.6173 3.8832
H -1.1859 3.1315 4.2338
H -2.9194 3.1042 4.3308
H -2.7989 3.8684 1.7826
H -0.6526 3.0347 0.5690
H -0.0648 2.5377 2.1168
H -0.2934 4.2290 1.8391
H -2.4656 1.6032 1.3106
C -2.9319 3.9354 -5.2874
C -1.4373 3.7645 -5.5552
C -0.7248 3.1794 -4.3882
O -1.1942 2.9862 -6.6530
H -3.3920 4.5036 -6.0959
H -3.1841 4.5542 -4.4264
H -3.4752 2.9948 -5.1964
H -0.9768 4.7336 -5.7476
H -1.0440 3.7873 -3.5416
H 0.3621 3.1149 -4.4379
H -1.1153 2.1891 -4.1536
H -0.7175 3.5136 -7.2981
C -7.3104 -0.0128 -4.7482
C -7.2445 1.5130 -4.5778
C -8.3480 2.3258 -5.2330
O -7.1498 1.7984 -3.1797
H -7.6011 -0.2729 -5.7660
H -8.0365 -0.5515 -4.1393
H -6.2989 -0.3228 -4.4862
H -6.2997 1.8187 -5.0272
H -9.3310 1.9042 -5.0227
H -8.3418 2.3091 -6.3228
H -8.3768 3.3680 -4.9149
H -7.9792 1.4642 -2.8304
C -0.8505 -0.7226 -4.8385
C -1.8105 -1.6974 -5.3968
C -3.2085 -1.2157 -5.2385
O -1.6190 -2.0604 -6.7276
H 0.1965 -1.0075 -4.9425
H -0.9890 -0.5447 -3.7721
H -0.8600 0.2585 -5.3133
H -1.6494 -2.6431 -4.8794
H -3.3841 -1.1985 -4.1629
H -3.9270 -1.9619 -5.5776
H -3.4564 -0.2387 -5.6533
H -0.6675 -1.9932 -6.8358
O -6.2761 5.0186 -4.5382
C -7.2064 5.3888 -3.5380
C -6.4584 6.3295 -2.5265
O -6.2445 7.6852 -3.1064
H -5.8124 4.2594 -4.1773
H -8.1015 5.8878 -3.9095
H -7.5741 4.5372 -2.9656
H -5.5265 5.8637 -2.2061
H -7.0212 6.4052 -1.5962
H -5.8524 7.6432 -3.9817
O -4.6682 3.1535 -2.7439
C -3.9617 2.7791 -1.5985
C -3.0980 1.4736 -1.7597
O -2.7567 0.9086 -0.5010
H -5.4781 2.6381 -2.7526
H -3.3366 3.6570 -1.4357
H -4.6011 2.7564 -0.7160
H -2.1794 1.6981 -2.3019
H -3.7155 0.7073 -2.2283
H -2.1444 0.1918 -0.6825
*
```

SMILES: COCCNCCOC.CC(C)O.CC(C)O.CC(C)O.CC(C)O.CC(C)O.CC(C)O.OCCO.OCCO
Kohn-Sham gap: 0.3058 Ha

Löwdin atomic charge list, values in e, 4 entries: -0.130, -0.191, -0.194, -0.190

Record 2
The following is a DFT calculation (ωB97M-V with the def2-TZVPD basis set) of a molecular structure, C6H6O2.

Structure (ORCA input):
```
! RIJCOSX wB97M-V def2-TZVPD def2/J DEFGRID3
* xyz 0 1
C 1.1415 1.6228 0.0934
C -0.2177 1.6356 0.3763
C 1.7177 0.2915 -0.0281
C 0.7786 -0.7675 0.2827
C 0.8126 -2.0546 0.3870
C -0.8179 0.2949 0.5406
O 2.8851 0.0214 -0.3859
O -1.7245 -0.0470 -0.5245
H 1.5995 2.6821 -0.0635
H -0.9603 2.5056 0.2297
H -0.2150 -2.6072 0.6028
H 1.7292 -2.6873 0.2931
H -1.2105 0.0271 1.5752
H -1.2391 -0.0372 -1.3004
*
```

Relative energy (zero: lowest compared OMol25 entry of this formula, charge and spin): 63.7 kcal per mole
Kohn-Sham gap: 0.3211 Ha

Löwdin atomic charge list, values in e, 4 entries: -0.001, -0.041, -0.412, -0.121

Record 3
The following is a DFT calculation (ωB97M-V with the def2-TZVPD basis set) of 12 unconnected molecules or ions with the total composition C45H117O30P3.

Structure (ORCA input):
```
! RIJCOSX wB97M-V def2-TZVPD def2/J DEFGRID3
* xyz 0 1
C -0.3152 1.5092 2.9037
O 0.2273 0.2634 2.5313
P -0.0902 -0.2401 0.9887
O 0.5329 -1.4745 0.4881
O 0.1054 1.1189 0.0950
C 1.4339 1.5171 -0.1813
O -1.7418 -0.3190 1.0234
C -2.4581 -0.8146 -0.0608
H -0.6756 1.3646 3.9222
H -1.2034 1.7871 2.3363
H 0.4189 2.3100 2.9932
H 1.6639 2.5691 -0.0122
H 1.5765 1.4225 -1.2578
H 2.1597 0.9358 0.3873
H -2.8387 -1.8198 0.1205
H -1.8364 -0.8732 -0.9542
H -3.2847 -0.1752 -0.3703
C -1.7231 1.1285 -3.1793
O -2.0995 -0.0123 -3.9770
P -2.6689 0.1953 -5.5056
O -3.1578 -1.0333 -6.1451
O -1.4877 0.9839 -6.2265
C -1.7527 1.6895 -7.3984
O -3.8274 1.2959 -5.2485
C -5.1415 1.0024 -5.5552
H -1.3311 1.9906 -3.7189
H -0.9099 0.8823 -2.4965
H -2.5205 1.5758 -2.5860
H -1.7085 2.7714 -7.2729
H -2.7105 1.4131 -7.8392
H -1.0283 1.3743 -8.1493
H -5.8573 1.8130 -5.4184
H -5.4548 0.1385 -4.9690
H -5.3520 0.7182 -6.5862
C -5.7320 1.1977 -1.4905
O -6.3874 0.1344 -2.2073
P -6.3939 -1.3957 -1.5666
O -7.4097 -2.3376 -2.1507
O -6.5670 -1.0058 0.0248
C -6.4093 -1.9769 0.9832
O -4.8155 -1.8670 -1.6270
C -4.2810 -2.5207 -2.7061
H -6.4214 2.0406 -1.4425
H -4.8794 1.6655 -1.9827
H -5.5846 0.9259 -0.4452
H -5.3417 -2.1372 1.1333
H -6.8389 -2.9428 0.7175
H -6.9967 -1.5796 1.8110
H -4.0079 -3.5158 -2.3550
H -3.3656 -2.0409 -3.0524
H -4.9493 -2.4852 -3.5664
C -1.3364 -4.2626 -1.2832
O -2.4384 -4.9294 -0.6189
C -2.1296 -5.1623 0.7343
C -3.4726 -5.3434 1.4915
O -4.0840 -6.5128 0.9054
C -5.3715 -6.6956 1.4909
H -1.2118 -3.2367 -0.9365
H -1.4858 -4.2185 -2.3620
H -0.3504 -4.6488 -1.0248
H -1.5292 -4.3864 1.2091
H -1.5403 -6.0767 0.6662
H -4.1069 -4.4648 1.3740
H -3.3953 -5.5096 2.5660
H -5.9600 -5.8378 1.1653
H -5.3863 -6.8381 2.5714
H -5.8819 -7.6116 1.1934
C -1.9402 0.8485 6.7990
O -1.6588 -0.1375 7.7313
C -2.5446 -1.2545 7.4982
C -2.2378 -2.2767 6.3463
O -2.6445 -1.6451 5.1264
C -2.1317 -2.2713 4.0014
H -2.8842 1.3129 7.0840
H -1.9594 0.4460 5.7862
H -1.1746 1.6220 6.8597
H -3.5819 -0.9256 7.5608
H -2.3703 -1.7840 8.4349
H -2.8354 -3.1800 6.4686
H -1.1889 -2.5732 6.3487
H -1.0671 -2.4991 4.0558
H -2.2661 -1.7092 3.0772
H -2.6884 -3.1897 3.8150
C 2.4902 -7.4391 4.1730
O 2.7631 -6.3561 3.3425
C 1.6361 -5.4074 3.2734
C 1.8713 -4.1353 2.4470
O 2.8006 -3.2878 3.1023
C 3.3149 -2.2881 2.2402
H 1.4831 -7.8492 4.0977
H 2.4868 -7.1373 5.2204
H 3.2608 -8.2081 4.1195
H 1.2553 -5.0708 4.2377
H 0.8577 -5.9844 2.7741
H 0.9278 -3.5901 2.4705
H 2.2018 -4.3711 1.4355
H 3.9517 -1.6406 2.8429
H 2.6444 -1.5691 1.7695
H 3.8871 -2.6695 1.3945
C 1.9701 1.0742 5.6928
O 2.1955 2.2869 4.9614
C 3.1961 2.1941 3.9879
C 3.2569 3.5822 3.3406
O 2.1822 3.8022 2.4640
C 2.1440 5.0015 1.7617
H 1.6144 0.3326 4.9775
H 1.1774 1.3107 6.4025
H 2.8854 0.7394 6.1809
H 3.0208 1.3882 3.2752
H 4.1826 1.8786 4.3276
H 4.1618 3.6484 2.7366
H 3.4527 4.3921 4.0432
H 1.9096 5.8745 2.3708
H 1.3090 5.0652 1.0639
H 3.0738 5.1566 1.2145
C -0.9289 5.1279 3.8611
O -1.7435 3.9466 3.9969
C -3.1121 4.1440 4.3697
C -3.8906 2.7646 4.2259
O -4.0526 2.4956 2.8630
C -4.5517 1.2344 2.5331
H -1.1838 5.7729 3.0203
H 0.0642 4.7150 3.6835
H -1.0079 5.8509 4.6730
H -3.5487 4.7752 3.5957
H -3.2154 4.6130 5.3482
H -4.8799 2.8515 4.6750
H -3.4139 1.9077 4.7021
H -3.8084 0.4561 2.7057
H -4.8674 1.4522 1.5128
H -5.3971 0.9853 3.1744
C 5.2445 3.1585 -7.0262
O 4.6864 2.3524 -6.0297
C 4.7354 0.9668 -6.3406
C 4.1224 0.0453 -5.2618
O 2.6863 -0.0392 -5.5037
C 1.8627 1.1093 -5.1464
H 4.9576 2.9027 -8.0462
H 6.3328 3.0989 -7.0407
H 5.0284 4.2007 -6.7912
H 5.7774 0.6511 -6.3922
H 4.2965 0.6713 -7.2935
H 4.3368 0.3444 -4.2358
H 4.5394 -0.9597 -5.3267
H 1.9741 2.0318 -5.7163
H 1.9769 1.4466 -4.1161
H 0.8044 0.8484 -5.1522
C 6.2912 3.5435 -1.4529
O 6.9365 2.3567 -1.0926
C 7.1024 2.1686 0.3162
C 5.8073 1.7234 1.0841
O 5.2878 0.4813 0.7069
C 5.0304 0.3021 -0.6926
H 6.7813 4.4767 -1.1754
H 5.2905 3.6203 -1.0278
H 6.3035 3.6215 -2.5400
H 7.5074 3.0592 0.7967
H 7.8954 1.4217 0.3536
H 5.0279 2.4730 0.9472
H 6.0345 1.6099 2.1441
H 5.9131 0.2474 -1.3298
H 4.3603 0.9825 -1.2181
H 4.5867 -0.6664 -0.9233
C 2.3586 -3.4087 -1.6792
O 3.7778 -3.4606 -1.7759
C 4.3132 -3.5815 -3.1207
C 5.8265 -3.5737 -3.1279
O 6.3231 -2.2976 -2.7532
C 7.7662 -2.1649 -2.9284
H 1.8946 -2.5568 -2.1762
H 2.0748 -3.2769 -0.6351
H 1.8693 -4.3459 -1.9444
H 3.9163 -2.8214 -3.7936
H 4.0584 -4.5178 -3.6173
H 6.0576 -3.7439 -4.1794
H 6.1151 -4.3930 -2.4695
H 8.0029 -1.1310 -2.6771
H 8.0907 -2.1658 -3.9690
H 8.3680 -2.8827 -2.3710
C -2.1396 3.3423 0.2043
O -2.1181 3.7029 -1.1466
C -1.2989 4.7932 -1.4521
C -1.4428 5.3200 -2.8981
O -2.8263 5.4877 -3.3083
C -3.3676 4.4128 -3.9675
H -2.5897 2.3518 0.2713
H -2.7170 4.0021 0.8519
H -1.1437 3.1675 0.6114
H -0.2736 4.4781 -1.2578
H -1.5256 5.5957 -0.7502
H -0.9353 4.6492 -3.5914
H -0.9725 6.3022 -2.9451
H -3.5400 3.5598 -3.3111
H -2.8238 4.1132 -4.8634
H -4.3517 4.7604 -4.2820
*
```

Relative energy (zero: lowest compared OMol25 entry of this formula, charge and spin): 80.0 kcal per mole
SMILES: COP(=O)(OC)OC.COP(=O)(OC)OC.COP(=O)(OC)OC.COCCOC.COCCOC.COCCOC.COCCOC.COCCOC.COCCOC.COCCOC.COCCOC.COCCOC
Kohn-Sham gap: 0.3513 Ha

Löwdin atomic charge list, values in e, 4 entries: -0.114, -0.212, 0.538, -0.218

Record 4
The following is a DFT calculation (ωB97M-V with the def2-TZVPD basis set) of C19H20N4O3S in the gas phase.

Structure (ORCA input):
```
! RIJCOSX wB97M-V def2-TZVPD def2/J DEFGRID3
* xyz 0 1
C -0.3279 2.8906 2.3380
C -1.0085 1.5305 2.2381
C -1.2104 0.9065 3.6202
C -0.2483 0.5861 1.3507
N 0.7193 1.0862 0.5983
C 1.4135 0.2542 -0.1689
S 2.6562 0.8639 -1.2109
C 2.2879 2.6508 -1.0945
C 1.2396 3.0850 -2.1031
O 1.4254 4.0043 -2.8566
C -0.0385 2.3181 -2.0153
C -0.1669 1.0541 -2.5794
C -1.3335 0.3320 -2.3953
C -2.3782 0.8680 -1.6625
C -2.2690 2.1455 -1.1393
C -1.1050 2.8708 -1.3163
C 1.1518 -1.1235 -0.1552
C 1.9080 -2.0554 -0.9553
O 2.8569 -1.7276 -1.6427
N 1.4539 -3.3622 -0.8802
C 2.1427 -4.3801 -1.6558
C 0.3887 -3.8041 -0.1166
O 0.0612 -4.9673 -0.1092
N -0.2822 -2.8518 0.6345
C -1.4021 -3.2718 1.4529
C 0.0716 -1.5378 0.6309
N -0.6252 -0.6862 1.3762
H -0.9109 3.5502 2.9759
H -0.2352 3.3423 1.3555
H 0.6664 2.7832 2.7641
H -1.9935 1.6565 1.7719
H -0.2517 0.7780 4.1176
H -1.8346 1.5520 4.2326
H -1.6870 -0.0644 3.5261
H 3.2191 3.1883 -1.2653
H 1.9105 2.8175 -0.0846
H 0.6408 0.6369 -3.1621
H -1.4230 -0.6553 -2.8251
H -3.2818 0.2963 -1.5107
H -3.0927 2.5790 -0.5917
H -1.0155 3.8682 -0.9117
H 1.4496 -4.8414 -2.3585
H 2.9559 -3.8916 -2.1876
H 2.5300 -5.1512 -0.9907
H -1.5635 -4.3332 1.2788
H -1.1772 -3.0912 2.5035
H -2.2866 -2.6988 1.1792
*
```

Relative energy (zero: lowest compared OMol25 entry of this formula, charge and spin): 14.7 kcal per mole
SMILES: CC(C)c1nc(SCC(=O)c2ccccc2)c2c(=O)n(C)c(=O)n(C)c2n1
Kohn-Sham gap: 0.3286 Ha

Löwdin atomic charge list, values in e, 4 entries: -0.066, -0.351, -0.064, -0.291

| no. | lowest unoccupied orbital energy (hartree) |
| --- | --- |
| 1 | 0.013 |
| 2 | -0.020 |
| 3 | 0.009 |
| 4 | -0.003 |